(1)
112
Properties=species:S:1:pos:R:3 method="wB97M-V/def2-TZVPD" lumo_energy_ev=0.084 e_homo_ev=-9.6 gap_ev=9.701 total_charge=0
C 2.225 -2.928 2.354
C 2.953 -1.898 3.265
B 3.492 -0.702 2.430
O 4.517 -0.795 1.527
O 2.876 0.576 2.509
P 3.172 1.602 3.650
O 3.576 1.049 4.941
O 1.872 2.516 3.666
C 0.661 1.849 3.867
C -0.067 1.362 2.804
C -1.249 0.701 3.089
C -1.635 0.599 4.413
N -0.939 1.070 5.443
C 0.208 1.680 5.163
O 4.211 2.656 3.033
P 5.783 2.710 3.413
N 6.652 3.379 2.333
O 5.798 3.448 4.811
O 6.291 1.230 3.728
H 1.336 -3.286 2.866
H 1.909 -2.474 1.411
H 2.875 -3.778 2.152
H 3.775 -2.370 3.815
H 2.271 -1.521 4.030
H 5.235 -1.331 1.882
H 0.284 1.496 1.787
H -1.853 0.276 2.304
H -2.569 0.094 4.645
H 0.807 2.057 5.986
H 6.142 3.677 1.511
H 6.141 2.913 5.543
H 6.933 1.042 3.025
C -3.907 0.470 -1.144
C -4.887 -0.679 -1.277
O -4.135 -1.782 -0.746
C -3.192 -1.291 0.081
O -2.518 -1.951 0.811
O -3.113 0.053 -0.019
H -4.392 1.420 -0.937
H -3.260 0.572 -2.014
H -5.779 -0.538 -0.665
H -5.184 -0.884 -2.302
C 0.373 1.323 -4.337
C -0.575 0.917 -3.231
O -1.821 1.477 -3.684
C -1.757 1.618 -5.027
O -2.696 1.895 -5.710
O -0.514 1.401 -5.477
H 1.156 0.594 -4.524
H 0.811 2.299 -4.162
H -0.691 -0.166 -3.150
H -0.304 1.327 -2.263
C -4.143 -1.141 -6.438
C -5.019 -0.892 -7.650
O -5.712 -2.142 -7.782
C -5.719 -2.758 -6.579
O -6.345 -3.735 -6.325
O -4.903 -2.116 -5.708
H -3.974 -0.244 -5.850
H -3.180 -1.578 -6.705
H -5.748 -0.100 -7.481
H -4.459 -0.675 -8.555
C -0.857 -5.461 2.077
C -1.172 -6.901 1.713
O -0.039 -7.267 0.920
C 0.998 -6.462 1.253
O 2.119 -6.614 0.896
O 0.575 -5.455 2.054
H -1.217 -5.170 3.059
H -1.222 -4.752 1.333
H -1.211 -7.553 2.588
H -2.085 -7.016 1.137
C -6.140 2.362 4.068
C -4.631 2.450 3.945
O -4.432 2.255 2.540
C -5.571 2.595 1.896
O -5.666 2.693 0.712
O -6.572 2.810 2.774
H -6.553 2.998 4.845
H -6.490 1.339 4.215
H -4.253 3.435 4.225
H -4.098 1.694 4.510
C -2.791 -4.145 -7.721
C -3.262 -5.565 -7.970
O -2.462 -5.949 -9.093
C -1.344 -5.186 -9.110
O -0.407 -5.367 -9.812
O -1.448 -4.178 -8.205
H -2.812 -3.870 -6.669
H -3.356 -3.414 -8.303
H -3.040 -6.229 -7.134
H -4.319 -5.636 -8.212
C -0.363 6.534 -2.941
C 0.687 6.792 -1.875
O 1.031 5.462 -1.465
C 0.733 4.619 -2.469
O 1.047 3.469 -2.510
O 0.026 5.243 -3.431
H -0.355 7.258 -3.750
H -1.370 6.460 -2.530
H 1.580 7.274 -2.275
H 0.319 7.361 -1.026
C 10.112 1.548 6.307
C 9.002 2.576 6.230
O 7.935 1.932 6.931
C 8.474 1.014 7.780
O 7.872 0.435 8.618
O 9.797 0.865 7.525
H 11.106 1.982 6.361
H 10.076 0.832 5.485
H 9.254 3.503 6.747
H 8.696 2.806 5.212

(2)
82
Properties=species:S:1:pos:R:3 method="wB97M-V/def2-TZVPD" lumo_energy_ev="-9.323 / -9.564" e_homo_ev="-12.8 / -12.8" e_above_lowest_kcal_mol=89.2 gap_ev="3.477 / 3.236" total_charge=+2
C 3.253 4.661 -1.453
C 2.076 4.265 -2.123
C 2.154 3.958 -3.494
C 3.409 3.940 -4.109
N 4.515 4.264 -3.438
C 4.467 4.608 -2.153
C 0.844 4.088 -1.417
C -0.164 3.889 -0.746
C -1.269 3.498 0.065
C -1.185 3.553 1.471
C -1.997 2.723 2.257
C -2.872 1.877 1.595
C -3.201 2.049 0.256
C -2.391 2.888 -0.518
Cd -3.262 -0.059 2.321
P 1.091 -0.325 -0.311
H 1.262 3.734 -4.085
H 3.247 5.003 -0.419
H 3.501 3.662 -5.165
H 5.406 4.861 -1.645
H -2.573 2.998 -1.590
H -0.443 4.195 1.945
H -4.004 1.492 -0.225
H -1.881 2.714 3.342
C 1.837 -2.019 -0.150
C 3.035 -2.426 -1.005
H 0.994 -2.700 -0.359
H 2.084 -2.133 0.918
H 3.311 -3.459 -0.746
H 2.814 -2.413 -2.080
H 3.923 -1.806 -0.822
C 1.315 0.176 -2.087
C 2.711 0.521 -2.589
H 0.669 1.065 -2.181
H 0.868 -0.625 -2.699
H 2.647 0.786 -3.654
H 3.129 1.397 -2.075
H 3.422 -0.311 -2.503
C 2.242 0.825 0.572
C 3.710 0.429 0.665
H 1.820 0.907 1.587
H 2.125 1.813 0.098
H 4.232 1.158 1.299
H 3.848 -0.559 1.123
H 4.216 0.434 -0.309
Br -3.988 -2.417 2.409
P -1.995 -2.282 -1.983
C -0.907 -2.926 -3.325
C -1.283 -4.245 -3.975
H 0.076 -3.023 -2.834
H -0.805 -2.133 -4.076
H -0.467 -4.551 -4.641
H -1.423 -5.040 -3.238
H -2.186 -4.172 -4.590
C -3.153 -3.658 -1.519
C -4.502 -3.769 -2.223
H -3.331 -3.466 -0.442
H -2.591 -4.600 -1.593
H -5.089 -4.558 -1.733
H -5.068 -2.834 -2.135
H -4.433 -4.044 -3.285
C -3.112 -1.042 -2.790
C -3.488 -1.271 -4.246
H -2.585 -0.080 -2.674
H -4.016 -0.977 -2.167
H -4.053 -0.400 -4.599
H -2.615 -1.383 -4.897
H -4.139 -2.144 -4.381
C 0.348 -1.283 7.331
C 0.148 -1.207 5.843
C 0.502 -0.043 5.137
C 0.114 0.087 3.796
N -0.562 -0.879 3.145
C -0.672 -2.072 3.753
C -0.415 -2.263 5.112
H 1.410 -1.278 7.611
H -0.118 -0.424 7.834
H -0.097 -2.197 7.738
H 1.052 0.775 5.605
H 0.347 0.993 3.222
H -1.036 -2.893 3.127
H -0.685 -3.218 5.565

(3)
84
Properties=species:S:1:pos:R:3 method="wB97M-V/def2-TZVPD" lumo_energy_ev="2.193 / 2.193" e_homo_ev="-1.6 / -1.6" spin_multiplicity=2 e_above_lowest_kcal_mol=0.0 s_squared=0.756 gap_ev="3.831 / 3.832" total_charge=-1
Ti 3.047 1.557 1.692
Cl 4.452 1.037 3.323
P -0.226 -0.005 -0.418
C -1.312 -0.772 0.926
H -2.329 -0.387 0.733
H -0.942 -0.233 1.818
C 1.652 0.319 -0.369
C -0.965 1.708 -0.413
C 2.204 0.382 -1.823
H 1.781 1.353 0.097
C 3.731 0.337 -1.936
H 1.803 -0.463 -2.397
H 1.840 1.294 -2.324
C 4.340 -0.776 -1.093
H 4.009 0.212 -2.992
H 4.134 1.303 -1.614
C 3.919 -0.602 0.376
H 4.009 -1.752 -1.469
H 5.435 -0.758 -1.174
C 2.408 -0.646 0.547
H 4.371 -1.380 0.996
H 4.354 0.370 0.738
H 2.073 -1.658 0.319
H 2.113 -0.457 1.615
C -0.764 -0.945 -1.925
C -2.423 1.708 -0.907
H -0.948 1.929 0.671
C -3.093 3.047 -0.589
H -2.439 1.547 -1.995
H -3.010 0.895 -0.464
C -2.337 4.221 -1.220
H -4.130 3.028 -0.945
H -3.122 3.178 0.501
C -0.834 4.203 -0.900
H -2.473 4.189 -2.310
H -2.771 5.169 -0.879
C -0.171 2.830 -1.113
H -0.317 4.948 -1.522
H -0.686 4.510 0.146
H -0.111 2.614 -2.194
H 0.866 2.885 -0.746
C -0.020 -2.287 -2.052
H -1.823 -1.161 -1.678
C -0.731 -3.196 -3.060
H 1.007 -2.107 -2.406
H 0.065 -2.788 -1.077
C -0.918 -2.521 -4.429
H -0.153 -4.121 -3.172
H -1.715 -3.471 -2.656
C -1.496 -1.102 -4.323
H 0.050 -2.481 -4.947
H -1.580 -3.140 -5.047
C -0.755 -0.234 -3.293
H -1.456 -0.607 -5.301
H -2.553 -1.169 -4.029
H 0.280 -0.085 -3.633
H -1.218 0.762 -3.237
C -0.001 -2.775 1.658
C -1.382 -2.233 1.228
H 0.817 -2.570 0.971
C -2.537 -2.522 2.247
H -1.660 -2.791 0.308
C -2.167 -3.286 3.518
H -3.026 -1.584 2.537
H -3.310 -3.098 1.716
C -1.030 -4.289 3.329
H -1.903 -2.581 4.319
H -3.051 -3.837 3.858
C 0.251 -3.581 2.836
H -0.815 -4.798 4.274
H -1.312 -5.050 2.588
H 0.685 -2.970 3.657
H 1.010 -4.338 2.570
Cl -0.141 -0.197 4.186
C 0.202 1.381 3.541
C 1.251 1.585 2.641
C 1.646 2.880 2.285
Cl 3.784 2.995 0.152
C 0.931 4.025 2.660
Cl 1.328 5.591 2.068
C -0.165 3.831 3.517
Cl -1.137 5.158 3.961
C -0.514 2.510 3.968
Cl -1.872 2.312 4.979

(4)
91
Properties=species:S:1:pos:R:3 method="wB97M-V/def2-TZVPD" lumo_energy_ev=0.303 e_homo_ev=-6.1 e_above_lowest_kcal_mol=5.7 gap_ev=6.436 total_charge=0
Y -0.561 0.663 0.115
C -2.708 3.358 3.078
C -1.763 2.382 2.441
N -1.294 2.568 1.253
N -1.560 3.763 0.635
C -1.860 3.713 -0.620
N -1.976 4.905 -1.279
S -2.211 2.272 -1.530
C -1.312 1.178 3.159
C -1.680 1.032 4.468
C -1.045 0.010 5.250
C -0.167 -0.816 4.676
C 0.064 -0.814 3.190
N -0.500 0.335 2.468
H -2.954 4.131 2.357
H -2.253 3.825 3.952
H -3.618 2.851 3.397
H -1.985 5.734 -0.707
H -2.550 4.903 -2.103
H -2.335 1.740 4.951
H -1.251 -0.051 6.313
H 0.383 -1.555 5.248
H 1.152 -0.820 3.010
Cl -2.519 -3.431 4.552
C -0.918 -4.027 4.237
C -0.516 -5.152 4.941
C 0.768 -5.646 4.779
C 1.638 -5.013 3.906
C 1.213 -3.904 3.193
C -0.071 -3.378 3.332
C -0.460 -2.150 2.568
H -1.209 -5.631 5.619
H 1.085 -6.515 5.340
H 2.648 -5.382 3.785
H 1.897 -3.430 2.497
H -0.048 -2.204 1.562
H -1.540 -2.059 2.485
C 4.045 2.504 -6.922
C 3.271 2.237 -5.658
C 3.561 1.144 -4.861
C 2.849 0.881 -3.694
C 3.276 -0.285 -2.840
C 1.809 1.736 -3.323
C 1.526 2.875 -4.094
C 0.446 3.840 -3.706
C 2.258 3.097 -5.252
C 0.984 1.407 -2.102
O 1.003 2.174 -1.094
O 0.341 0.323 -2.077
H 4.691 1.663 -7.170
H 4.669 3.393 -6.810
H 3.367 2.680 -7.759
H 4.367 0.476 -5.148
H 3.378 -1.192 -3.438
H 2.557 -0.459 -2.046
H 4.245 -0.079 -2.378
H -0.531 3.356 -3.738
H 0.437 4.697 -4.380
H 0.587 4.191 -2.687
H 2.028 3.967 -5.858
C -0.162 -2.737 -2.969
S -0.343 -3.031 -1.187
C 1.429 -3.037 -0.812
O -0.914 -1.757 -0.637
H 0.611 -3.392 -3.369
H 0.102 -1.684 -3.079
H -1.115 -2.952 -3.450
H 1.829 -4.019 -1.066
H 1.545 -2.839 0.251
H 1.914 -2.249 -1.378
N 3.262 1.582 0.479
C 2.822 0.408 0.959
N 3.610 -0.221 1.883
O 1.782 -0.147 0.563
H 4.054 2.053 0.875
H 2.610 2.097 -0.115
H 4.290 0.308 2.401
H 3.159 -0.967 2.385
C -3.861 -2.067 0.772
P -3.257 -0.483 0.063
C -3.786 -0.711 -1.683
C -4.589 0.638 0.654
H -4.844 -2.302 0.360
H -3.940 -1.975 1.853
H -3.163 -2.872 0.541
H -4.801 -1.109 -1.719
H -3.108 -1.400 -2.185
H -3.752 0.251 -2.190
H -5.574 0.211 0.457
H -4.487 1.591 0.136
H -4.472 0.801 1.727

(5)
97
Properties=species:S:1:pos:R:3 method="wB97M-V/def2-TZVPD" lumo_energy_ev="3.277 / 2.922" e_homo_ev="-1.4 / -1.4" spin_multiplicity=2 e_above_lowest_kcal_mol=45.1 s_squared=0.759 gap_ev="4.645 / 4.284" total_charge=-2
Cs -0.776 -0.062 0.605
N -0.933 -3.954 2.584
C -1.267 -3.824 1.097
C -1.515 -5.203 0.512
P -2.871 -2.841 1.224
O -3.712 -3.318 -0.084
O -3.470 -3.498 2.446
O -2.692 -1.373 1.183
P 0.367 -3.136 0.515
O 0.051 -2.785 -1.031
O 1.330 -4.260 0.659
O 0.565 -1.908 1.355
H -1.878 -3.941 3.058
H -0.375 -3.112 2.815
H -0.361 -4.775 2.768
H -2.328 -5.719 1.032
H -0.599 -5.794 0.573
H -1.777 -5.097 -0.539
H -4.262 -4.066 0.190
H 0.842 -2.399 -1.455
Se -5.459 1.338 -1.513
Te -3.722 1.735 0.157
Te -2.866 4.058 -0.889
Se -2.667 5.589 1.001
C -0.165 1.151 4.512
C 0.183 1.963 5.791
N 0.086 3.399 5.521
C 0.999 3.737 4.421
C 0.617 2.941 3.143
N -0.521 2.066 3.431
C -1.663 2.879 3.844
C -1.288 3.706 5.104
H -1.014 0.484 4.686
H 0.685 0.549 4.182
H 1.201 1.751 6.130
H -0.501 1.729 6.611
H 2.017 3.507 4.743
H 0.932 4.814 4.249
H 1.448 2.325 2.790
H 0.321 3.613 2.335
H -2.510 2.216 4.035
H -1.929 3.539 3.022
H -1.953 3.488 5.945
H -1.349 4.777 4.894
C -5.932 -1.566 -4.094
C -5.013 -2.567 -4.783
C -4.415 -1.960 -6.052
C -3.917 -3.080 -3.827
N -2.884 -2.114 -3.520
C -2.821 -1.180 -2.552
N -1.702 -0.512 -2.705
N -1.095 -1.041 -3.784
N -1.781 -2.002 -4.277
H -6.764 -1.295 -4.748
H -5.401 -0.648 -3.842
H -6.347 -1.971 -3.169
H -5.598 -3.450 -5.065
H -3.842 -1.065 -5.812
H -5.213 -1.666 -6.737
H -3.751 -2.660 -6.562
H -3.410 -3.932 -4.280
H -4.361 -3.394 -2.882
H -3.572 -1.049 -1.787
C 3.291 5.359 -2.105
C 2.795 5.230 -0.813
C 2.489 3.972 -0.314
C 2.680 2.805 -1.061
C 3.181 2.965 -2.354
C 3.480 4.219 -2.874
Ge 2.058 1.053 -0.246
C 2.731 -0.174 -1.706
C 1.922 -0.328 -2.838
C 2.265 -1.182 -3.878
C 3.438 -1.922 -3.807
C 4.251 -1.801 -2.688
C 3.897 -0.942 -1.654
C 3.610 0.800 1.030
C 4.602 1.747 1.295
C 5.598 1.521 2.239
C 5.631 0.328 2.948
C 4.654 -0.630 2.706
C 3.658 -0.389 1.769
H 3.517 6.340 -2.509
H 2.631 6.112 -0.204
H 2.082 3.887 0.691
H 3.344 2.086 -2.969
H 3.858 4.310 -3.887
H 0.991 0.228 -2.899
H 1.604 -1.282 -4.731
H 3.710 -2.596 -4.613
H 5.163 -2.386 -2.620
H 4.546 -0.863 -0.789
H 4.598 2.682 0.746
H 6.355 2.277 2.421
H 6.409 0.146 3.682
H 4.667 -1.566 3.255
H 2.891 -1.141 1.608

Number 1: electronic energy -4358.1885 Eh. Number 2: electronic energy -4741.5020 Eh. Number 3: electronic energy -5160.2180 Eh. Number 4: electronic energy -3474.2644 Eh. Number 5: electronic energy -10161.9203 Eh.